No. 1
88
Properties=species:S:1:pos:R:3:forces:R:3:lowdin_charge:R:1 method="wB97M-V/def2-TZVPD" lumo_ev=0.71 relative_energy_kcal_mol=0.0 orbital_gap_ha=0.32021 energy_ha=-2213.90016
C 5.1854 -3.4738 6.5173 0.00 0.05 0.01 -0.142
C 6.5450 -2.8206 6.7616 -0.11 0.01 0.06 -0.424
P 7.2728 -1.6705 5.4999 0.02 -0.11 -0.02 0.987
C 6.4929 -0.0810 6.0240 0.04 0.03 -0.08 -0.282
C 6.1966 -1.8937 3.9791 0.10 0.19 0.00 -0.433
O 6.0294 -3.2744 3.6037 -0.02 0.00 0.04 -0.211
S 5.5712 -3.2532 2.0807 0.09 0.04 0.14 0.615
O 4.2743 -2.6776 2.0047 0.01 -0.18 -0.17 -0.205
O 5.9024 -4.4811 1.4700 -0.05 0.04 -0.01 -0.188
O 6.6559 -2.1479 1.6560 -0.07 0.11 -0.05 -0.104
C 6.8419 -1.2421 2.7240 -0.04 -0.10 0.11 -0.375
F 6.2130 -0.0604 2.4646 0.01 0.01 -0.07 0.057
H 5.2035 -4.1547 5.6703 -0.01 0.03 0.00 0.060
H 4.4085 -2.7263 6.3459 -0.01 -0.01 -0.06 0.069
H 4.8937 -4.0474 7.3977 -0.01 0.02 0.01 0.073
H 6.4665 -2.1948 7.6558 0.15 -0.01 0.04 0.068
H 7.2999 -3.5742 6.9864 -0.02 -0.05 -0.08 0.063
H 7.1983 0.4655 6.6482 -0.03 0.01 0.04 0.033
H 5.5694 -0.2369 6.5829 -0.04 -0.03 -0.06 0.044
H 6.2707 0.5369 5.1528 0.05 0.05 0.01 0.036
H 5.2193 -1.4180 4.0955 -0.08 -0.17 0.06 0.117
H 7.9111 -1.0534 2.7940 0.01 0.04 0.03 0.153
C 1.8674 -1.0250 3.3251 0.04 0.04 0.03 -0.090
C 0.9856 -2.1356 2.7810 -0.02 -0.01 -0.02 -0.266
N 0.0937 -2.6968 3.7831 0.02 0.03 -0.02 -0.196
C -0.5172 -3.9509 3.3766 0.00 -0.06 0.03 -0.249
C -1.4652 -3.9355 2.1718 -0.01 -0.01 0.01 -0.083
C -0.7795 -1.7429 4.4489 -0.01 0.03 0.03 -0.242
C -1.6778 -0.8765 3.5601 -0.07 -0.01 0.03 -0.079
H 2.3944 -1.3677 4.2189 -0.01 0.01 0.01 0.072
H 2.6074 -0.7444 2.5762 0.00 0.00 0.00 0.064
H 1.2996 -0.1298 3.5850 -0.02 -0.01 0.00 0.067
H 1.6254 -2.9483 2.4296 0.00 0.00 -0.01 0.108
H 0.4520 -1.7587 1.8924 -0.01 0.00 0.01 0.098
H -1.0446 -4.3590 4.2435 0.00 0.01 0.00 0.110
H 0.2995 -4.6468 3.1616 0.01 0.02 -0.01 0.110
H -2.4167 -3.4568 2.4010 0.01 0.02 0.00 0.056
H -1.6798 -4.9600 1.8617 0.00 0.00 0.00 0.071
H -1.0211 -3.4206 1.3188 0.01 -0.01 0.00 0.056
H -0.1560 -1.0784 5.0528 0.03 -0.01 -0.02 0.101
H -1.3906 -2.3017 5.1623 -0.01 -0.01 -0.02 0.113
H -1.1107 -0.4455 2.7346 -0.01 0.03 0.01 0.039
H -2.0976 -0.0504 4.1380 0.01 -0.01 0.02 0.075
H -2.5095 -1.4386 3.1376 0.02 0.00 -0.04 0.056
C -2.0616 3.7014 -2.2511 0.00 0.03 -0.03 -0.083
C -1.8642 2.2562 -1.8230 -0.02 -0.02 -0.01 -0.281
N -1.5768 2.1163 -0.4071 -0.04 0.00 -0.01 -0.197
C -1.0795 0.8017 -0.0399 0.06 -0.02 0.01 -0.248
C -2.0121 -0.4001 -0.2282 0.04 -0.03 0.03 -0.078
C -2.5544 2.7046 0.4955 -0.01 0.03 0.04 -0.243
C -4.0109 2.2409 0.3745 0.00 0.01 0.02 -0.079
H -1.2178 4.3180 -1.9382 0.00 -0.01 0.02 0.083
H -2.1431 3.7554 -3.3375 0.00 0.02 0.00 0.051
H -2.9738 4.1329 -1.8366 0.00 -0.01 0.02 0.068
H -1.0077 1.8385 -2.3609 0.00 0.00 0.00 0.111
H -2.7411 1.6704 -2.1457 0.00 0.00 0.00 0.102
H -0.7588 0.8539 1.0040 0.00 0.00 0.00 0.093
H -0.1707 0.6261 -0.6245 -0.02 0.02 -0.03 0.113
H -2.8232 -0.4164 0.4989 -0.01 0.03 -0.01 0.052
H -1.4464 -1.3262 -0.1027 0.00 0.00 0.00 0.059
H -2.4472 -0.4152 -1.2286 0.00 -0.01 0.00 0.068
H -2.5287 3.7885 0.3588 0.01 0.00 -0.03 0.101
H -2.1980 2.5276 1.5137 -0.01 -0.01 0.00 0.113
H -4.3498 2.2498 -0.6630 0.00 0.02 0.00 0.065
H -4.6585 2.9177 0.9352 0.00 -0.01 0.01 0.071
H -4.1632 1.2374 0.7689 0.01 -0.01 -0.03 0.054
C -5.1668 4.0303 -8.2834 -0.01 0.01 0.02 -0.092
C -4.1058 3.6521 -7.2614 0.01 -0.01 0.00 -0.277
N -4.1050 2.2345 -6.9448 0.02 0.02 -0.03 -0.202
C -3.3364 1.9042 -5.7577 -0.02 -0.02 0.07 -0.249
C -1.8230 2.1447 -5.7839 0.01 -0.05 0.03 -0.080
C -3.9534 1.3357 -8.0785 -0.01 -0.04 -0.02 -0.246
C -2.7180 1.5106 -8.9695 -0.01 -0.02 0.00 -0.082
H -6.1461 3.6652 -7.9708 0.00 -0.01 -0.01 0.080
H -5.2168 5.1153 -8.3812 0.00 0.00 0.00 0.072
H -4.9486 3.6234 -9.2715 0.00 0.00 0.00 0.064
H -4.3070 4.1836 -6.3268 0.01 0.00 0.00 0.116
H -3.1274 4.0158 -7.6148 0.00 -0.01 0.00 0.102
H -3.5276 0.8543 -5.5185 0.00 0.00 -0.02 0.113
H -3.7624 2.4835 -4.9315 0.00 0.02 -0.02 0.103
H -1.3001 1.4206 -6.4076 -0.02 0.02 -0.04 0.058
H -1.4253 2.0465 -4.7721 0.03 0.00 -0.01 0.047
H -1.5762 3.1458 -6.1405 -0.01 0.01 0.01 0.072
H -4.8429 1.4326 -8.7057 -0.01 0.03 0.01 0.101
H -3.9805 0.3161 -7.6859 0.02 0.00 0.00 0.113
H -2.5699 2.5552 -9.2481 -0.01 0.00 -0.01 0.065
H -2.8482 0.9420 -9.8922 0.01 -0.01 0.01 0.071
H -1.8053 1.1581 -8.4916 0.00 0.03 0.02 0.054

No. 2
25
Properties=species:S:1:pos:R:3:forces:R:3:lowdin_charge:R:1 method="wB97M-V/def2-TZVPD" lumo_ev=-0.35 relative_energy_kcal_mol=79.0 orbital_gap_ha=0.28811 energy_ha=-701.27649
C -0.3945 -2.9463 -1.3483 0.97 0.94 -0.21 -0.108
C 0.8848 -2.4092 -1.3852 0.28 -1.10 -0.59 -0.091
C -1.4769 -2.1770 -1.0876 0.79 1.37 0.10 -0.083
C 1.1029 -1.0976 -0.9900 0.38 0.10 -1.64 -0.020
C -1.3010 -0.8423 -0.8865 0.02 2.64 0.30 -0.045
C -0.0374 -0.2483 -0.8314 1.64 -2.54 0.69 -0.253
C -0.3218 1.6872 0.5609 1.82 0.55 3.19 -0.328
C 0.0453 0.9281 2.0231 1.39 3.63 -0.28 -0.222
N 0.0902 3.0898 0.7221 3.57 -2.94 1.71 0.089
N 0.2459 1.0516 -0.5049 0.41 0.67 -2.08 0.041
N -0.7514 -0.2315 2.2668 -1.02 -1.51 0.76 -0.324
O -1.9537 -0.1515 1.9957 1.64 -0.76 0.76 0.081
O -0.1379 -1.1795 2.7998 -1.96 0.59 -0.90 0.069
O 1.4243 0.6169 2.2401 -1.36 -0.55 -0.07 -0.025
H -0.5352 -3.8318 -1.8403 -0.34 -2.59 -0.57 0.074
H 1.6085 -3.1177 -1.8895 -0.23 1.34 1.10 0.125
H -2.4634 -2.4515 -1.1857 -1.93 -1.27 -0.18 0.090
H 2.1408 -0.6920 -1.1602 -1.25 -0.15 0.67 0.127
H -2.1643 -0.1680 -0.8629 0.20 -0.35 0.27 0.124
H -1.3494 1.6141 0.5168 -2.31 0.09 0.12 0.111
H -0.3543 1.7990 2.6821 0.80 -1.82 -0.40 0.186
H 1.1030 3.2480 0.4504 -1.70 -0.43 0.56 0.120
H -0.4375 3.6713 0.2060 -2.29 2.36 -2.26 0.020
H 1.2146 1.2688 -0.5474 0.83 -0.15 -0.25 0.119
H 1.4524 -0.3256 2.6303 -0.37 1.88 -0.81 0.123

Repeat the second record exactly.
25
Properties=species:S:1:pos:R:3:forces:R:3:lowdin_charge:R:1 method="wB97M-V/def2-TZVPD" lumo_ev=-0.35 relative_energy_kcal_mol=79.0 orbital_gap_ha=0.28811 energy_ha=-701.27649
C -0.3945 -2.9463 -1.3483 0.97 0.94 -0.21 -0.108
C 0.8848 -2.4092 -1.3852 0.28 -1.10 -0.59 -0.091
C -1.4769 -2.1770 -1.0876 0.79 1.37 0.10 -0.083
C 1.1029 -1.0976 -0.9900 0.38 0.10 -1.64 -0.020
C -1.3010 -0.8423 -0.8865 0.02 2.64 0.30 -0.045
C -0.0374 -0.2483 -0.8314 1.64 -2.54 0.69 -0.253
C -0.3218 1.6872 0.5609 1.82 0.55 3.19 -0.328
C 0.0453 0.9281 2.0231 1.39 3.63 -0.28 -0.222
N 0.0902 3.0898 0.7221 3.57 -2.94 1.71 0.089
N 0.2459 1.0516 -0.5049 0.41 0.67 -2.08 0.041
N -0.7514 -0.2315 2.2668 -1.02 -1.51 0.76 -0.324
O -1.9537 -0.1515 1.9957 1.64 -0.76 0.76 0.081
O -0.1379 -1.1795 2.7998 -1.96 0.59 -0.90 0.069
O 1.4243 0.6169 2.2401 -1.36 -0.55 -0.07 -0.025
H -0.5352 -3.8318 -1.8403 -0.34 -2.59 -0.57 0.074
H 1.6085 -3.1177 -1.8895 -0.23 1.34 1.10 0.125
H -2.4634 -2.4515 -1.1857 -1.93 -1.27 -0.18 0.090
H 2.1408 -0.6920 -1.1602 -1.25 -0.15 0.67 0.127
H -2.1643 -0.1680 -0.8629 0.20 -0.35 0.27 0.124
H -1.3494 1.6141 0.5168 -2.31 0.09 0.12 0.111
H -0.3543 1.7990 2.6821 0.80 -1.82 -0.40 0.186
H 1.1030 3.2480 0.4504 -1.70 -0.43 0.56 0.120
H -0.4375 3.6713 0.2060 -2.29 2.36 -2.26 0.020
H 1.2146 1.2688 -0.5474 0.83 -0.15 -0.25 0.119
H 1.4524 -0.3256 2.6303 -0.37 1.88 -0.81 0.123